{
  "formula": "C19H19N3O5S",
  "method": "ωB97M-V with the def2-TZVPD basis set",
  "charge": 0,
  "multiplicity": 1,
  "smiles": "COc1cccc(C(=O)Nc2ccc(S(=O)(=O)Nc3onc(C)c3C)cc2)c1",
  "total_energy_ev": -45553.3045,
  "orbital_gap_ev": 9.087,
  "e_above_lowest_kcal_mol": 70.7,
  "homo_energy_ev": -9.0,
  "elements": ["C", "O", "C", "C", "C", "C", "C", "C", "O", "N", "C", "C", "C", "C", "S", "O", "O", "N", "C", "O", "N", "C", "C", "C", "C", "C", "C", "C", "H", "H", "H", "H", "H", "H", "H", "H", "H", "H", "H", "H", "H", "H", "H", "H", "H", "H", "H"],
  "xyz": [[-6.808, 0.322, -2.420], [-6.966, -0.110, -1.088], [-5.925, 0.033, -0.233], [-6.148, -0.384, 1.083], [-5.154, -0.264, 2.031], [-3.912, 0.251, 1.692], [-3.674, 0.653, 0.383], [-2.383, 1.243, -0.072], [-2.325, 2.051, -0.974], [-1.290, 0.770, 0.611], [0.047, 1.116, 0.465], [0.484, 2.062, -0.464], [1.832, 2.348, -0.567], [2.734, 1.712, 0.262], [4.477, 1.951, -0.002], [4.749, 3.215, -0.609], [5.209, 1.563, 1.163], [4.790, 0.791, -1.224], [4.197, -0.440, -1.052], [3.148, -0.763, -1.843], [2.694, -1.995, -1.482], [3.434, -2.411, -0.490], [3.215, -3.728, 0.155], [4.431, -1.449, -0.156], [5.481, -1.557, 0.889], [2.319, 0.781, 1.197], [0.976, 0.483, 1.298], [-4.684, 0.556, -0.572], [-7.763, 0.129, -2.906], [-6.585, 1.391, -2.470], [-6.021, -0.240, -2.933], [-7.116, -0.786, 1.335], [-5.347, -0.571, 3.047], [-3.162, 0.371, 2.461], [-1.469, 0.050, 1.297], [-0.233, 2.552, -1.100], [2.197, 3.071, -1.280], [4.587, 1.197, -2.126], [4.109, -4.342, 0.061], [2.379, -4.231, -0.320], [3.005, -3.595, 1.216], [5.080, -2.047, 1.775], [6.318, -2.152, 0.523], [5.842, -0.568, 1.155], [3.054, 0.314, 1.832], [0.639, -0.247, 2.019], [-4.461, 0.902, -1.569]],
  "nbo_charge": [-0.25, -0.49, 0.30, -0.23, -0.19, -0.23, -0.14, 0.68, -0.59, -0.60, 0.18, -0.19, -0.18, -0.38, 2.31, -0.92, -0.93, -0.85, 0.44, -0.29, -0.13, 0.16, -0.64, -0.15, -0.65, -0.17, -0.24, -0.23, 0.20, 0.18, 0.18, 0.23, 0.22, 0.21, 0.40, 0.26, 0.24, 0.42, 0.23, 0.24, 0.22, 0.22, 0.22, 0.26, 0.24, 0.21, 0.24]
}

{
  "formula": "C19H19N3O8P2RhS",
  "method": "ωB97M-V with the def2-TZVPD basis set",
  "charge": 1,
  "multiplicity": 1,
  "total_energy_ev": -73281.9938,
  "orbital_gap_ev": [6.758, 6.764],
  "e_above_lowest_kcal_mol": 72.2,
  "homo_energy_ev": [-10.9, -10.8],
  "elements": ["Rh", "C", "C", "N", "C", "C", "C", "C", "C", "C", "C", "C", "C", "N", "C", "H", "H", "H", "H", "H", "H", "H", "H", "C", "C", "O", "P", "O", "O", "O", "P", "O", "O", "O", "H", "H", "H", "H", "H", "H", "H", "O", "N", "C", "C", "C", "C", "C", "S", "H", "H", "H", "H"],
  "xyz": [[0.432, 0.019, -0.591], [-0.766, 3.452, 1.888], [-0.221, 2.660, 0.869], [-0.281, 1.347, 0.914], [-0.870, 0.738, 1.965], [-1.442, 1.441, 3.017], [-1.379, 2.845, 2.954], [-2.055, 0.707, 4.094], [-2.069, -0.642, 4.087], [-1.470, -1.378, 3.003], [-1.432, -2.783, 2.930], [-0.822, -3.391, 1.864], [-0.252, -2.601, 0.858], [-0.287, -1.288, 0.914], [-0.882, -0.678, 1.960], [-0.700, 4.529, 1.816], [0.263, 3.091, 0.003], [-1.820, 3.433, 3.751], [-2.503, 1.262, 4.908], [-2.530, -1.196, 4.894], [-1.886, -3.369, 3.721], [-0.776, -4.468, 1.782], [0.233, -3.033, -0.007], [-0.893, -0.044, -4.537], [-1.885, -0.084, -3.381], [-3.212, -0.085, -3.884], [-1.668, 1.385, -2.323], [-2.569, 1.179, -1.060], [-2.327, 2.589, -3.101], [-0.223, 1.661, -1.951], [-1.585, -1.500, -2.254], [-2.005, -2.737, -3.159], [-2.514, -1.335, -1.089], [-0.085, -1.578, -1.924], [-1.072, 0.837, -5.153], [-1.030, -0.934, -5.150], [0.130, -0.021, -4.166], [-3.809, -0.528, -3.268], [-2.738, 0.193, -0.918], [-1.940, 3.449, -2.911], [-1.543, -3.555, -2.961], [2.039, 0.041, 0.901], [3.323, 0.035, 0.514], [4.271, 0.021, 1.474], [5.596, 0.021, 1.136], [5.948, 0.030, -0.214], [4.957, 0.041, -1.168], [3.619, 0.047, -0.781], [2.328, 0.074, -1.935], [3.889, 0.012, 2.483], [6.339, 0.011, 1.919], [6.989, 0.028, -0.510], [5.184, 0.046, -2.226]],
  "lowdin_charge": [0.96, -0.01, -0.07, 0.01, -0.14, -0.12, 0.03, 0.01, 0.01, -0.12, 0.03, 0.00, -0.07, 0.01, -0.14, 0.12, 0.12, 0.13, 0.13, 0.13, 0.13, 0.12, 0.12, -0.04, -0.60, -0.01, 0.49, -0.14, -0.06, -0.39, 0.37, -0.07, -0.29, -0.43, 0.10, 0.10, 0.06, 0.11, 0.03, 0.10, 0.10, -0.20, -0.19, 0.00, -0.03, -0.04, -0.06, -0.60, 0.82, 0.14, 0.12, 0.12, 0.12]
}

{
  "formula": "C19H19N5O5SW",
  "method": "ωB97M-V with the def2-TZVPD basis set",
  "charge": 2,
  "multiplicity": 3,
  "total_energy_ev": -50341.6591,
  "orbital_gap_ev": [7.412, 7.300],
  "e_above_lowest_kcal_mol": 6.9,
  "homo_energy_ev": [-14.7, -14.9],
  "elements": ["W", "O", "N", "N", "O", "C", "C", "C", "C", "C", "C", "H", "H", "H", "H", "H", "N", "C", "N", "C", "C", "C", "C", "C", "H", "H", "H", "H", "H", "H", "H", "H", "H", "H", "O", "S", "O", "N", "C", "O", "C", "C", "C", "C", "C", "C", "H", "H", "H", "H"],
  "xyz": [[0.833, 0.931, 0.551], [0.286, -0.958, 0.624], [0.624, -1.798, -0.348], [1.306, -1.230, -1.227], [1.638, 0.039, -1.070], [1.799, -1.933, -2.384], [1.260, -3.177, -2.690], [1.762, -3.844, -3.791], [2.771, -3.273, -4.560], [3.287, -2.026, -4.232], [2.802, -1.338, -3.133], [0.474, -3.609, -2.087], [1.362, -4.813, -4.053], [3.156, -3.805, -5.419], [4.074, -1.590, -4.830], [3.203, -0.374, -2.860], [-0.220, 2.055, -0.723], [-0.921, 2.706, -1.405], [-1.679, 3.398, -2.146], [-1.224, 3.915, -3.473], [-2.184, 3.442, -4.551], [-3.625, 3.810, -4.206], [-4.028, 3.234, -2.851], [-3.088, 3.705, -1.753], [-0.204, 3.573, -3.637], [-1.221, 5.004, -3.393], [-2.088, 2.360, -4.673], [-1.881, 3.899, -5.494], [-4.297, 3.441, -4.979], [-3.733, 4.898, -4.190], [-4.025, 2.141, -2.886], [-5.039, 3.542, -2.582], [-3.285, 3.226, -0.796], [-3.141, 4.787, -1.622], [-0.301, 1.841, 2.254], [0.653, 1.651, 3.410], [0.183, 0.927, 4.522], [1.868, 1.021, 2.463], [2.471, 2.135, 1.973], [2.528, 2.182, 0.705], [2.536, 3.296, 2.861], [3.315, 4.437, 2.847], [3.027, 5.408, 3.802], [1.984, 5.253, 4.712], [1.174, 4.120, 4.710], [1.488, 3.156, 3.778], [4.130, 4.556, 2.148], [3.628, 6.305, 3.845], [1.794, 6.033, 5.437], [0.358, 4.010, 5.410]],
  "mulliken_spin": [1.93, -0.01, 0.06, -0.02, -0.03, 0.00, 0.00, 0.00, 0.00, 0.00, 0.00, 0.00, 0.00, 0.00, 0.00, 0.00, -0.06, 0.11, -0.01, 0.01, 0.00, 0.00, 0.00, 0.01, 0.00, 0.00, 0.00, 0.00, 0.00, 0.00, 0.00, 0.00, 0.00, 0.00, -0.01, 0.00, 0.00, -0.01, 0.00, 0.01, 0.00, 0.00, 0.00, 0.00, 0.00, 0.01, 0.00, 0.00, 0.00, 0.00]
}

{
  "formula": "C19H19N6O5PdS2",
  "method": "ωB97M-V with the def2-TZVPD basis set",
  "charge": -1,
  "multiplicity": 1,
  "total_energy_ev": -64344.7384,
  "orbital_gap_ev": [6.155, 6.417],
  "e_above_lowest_kcal_mol": 0.0,
  "homo_energy_ev": [-4.9, -4.9],
  "elements": ["Pd", "C", "C", "N", "C", "C", "N", "C", "O", "O", "C", "O", "O", "H", "H", "H", "H", "H", "S", "C", "C", "C", "C", "N", "C", "C", "C", "S", "C", "N", "H", "H", "C", "N", "C", "C", "O", "N", "C", "C", "H", "H", "H", "H", "H", "H", "H", "H", "H", "H", "H", "H"],
  "xyz": [[0.191, 0.698, 0.335], [-1.043, -1.552, 3.209], [-1.799, -1.460, 1.938], [-1.576, -0.576, 0.990], [-2.494, -0.777, 0.006], [-3.313, -1.823, 0.378], [-2.851, -2.234, 1.605], [-4.471, -2.505, -0.232], [-4.837, -2.097, -1.416], [-5.021, -3.404, 0.376], [-2.489, 0.100, -1.222], [-3.359, -0.158, -2.093], [-1.639, 0.999, -1.274], [-0.214, -0.844, 3.160], [-0.644, -2.555, 3.357], [-1.692, -1.296, 4.047], [-3.274, -2.986, 2.128], [-4.267, -1.269, -1.755], [2.049, -0.345, 1.474], [2.473, 0.896, 2.592], [3.402, 0.568, 3.581], [3.806, 1.490, 4.534], [4.706, 1.105, 5.543], [5.420, 0.750, 6.371], [3.277, 2.806, 4.498], [2.379, 3.144, 3.496], [1.960, 2.220, 2.538], [0.837, 2.765, 1.339], [3.654, 3.732, 5.489], [3.955, 4.470, 6.318], [3.800, -0.437, 3.597], [1.981, 4.145, 3.444], [-1.322, -1.168, -4.180], [-0.217, -1.341, -3.265], [-0.208, -2.605, -2.558], [0.463, -0.300, -2.691], [1.026, -0.453, -1.603], [0.590, 0.874, -3.374], [0.541, 1.056, -4.801], [0.956, 2.068, -2.643], [-2.185, -1.723, -3.809], [-1.066, -1.557, -5.171], [-1.613, -0.123, -4.248], [0.135, -3.399, -3.227], [-1.208, -2.862, -2.197], [0.469, -2.525, -1.709], [0.579, 0.103, -5.319], [1.408, 1.653, -5.103], [-0.357, 1.599, -5.111], [0.818, 1.890, -1.562], [0.289, 2.879, -2.945], [1.995, 2.361, -2.835]],
  "nbo_charge": [0.80, -0.66, 0.40, -0.52, 0.01, -0.02, -0.49, 0.76, -0.69, -0.64, 0.78, -0.73, -0.72, 0.27, 0.23, 0.22, 0.44, 0.51, -0.09, -0.21, -0.13, -0.19, 0.30, -0.34, -0.17, -0.16, -0.19, -0.18, 0.29, -0.33, 0.22, 0.23, -0.41, -0.46, -0.41, 0.83, -0.73, -0.45, -0.40, -0.39, 0.21, 0.17, 0.23, 0.18, 0.19, 0.25, 0.21, 0.19, 0.19, 0.23, 0.19, 0.18]
}

{
  "formula": "C19H19NO5S",
  "method": "ωB97M-V with the def2-TZVPD basis set",
  "charge": 0,
  "multiplicity": 1,
  "smiles": "Cc1ccccc1CS(=O)(=O)Cc1ccc(C(=O)NCc2ccco2)o1",
  "total_energy_ev": -42573.0438,
  "orbital_gap_ev": 8.484,
  "e_above_lowest_kcal_mol": 51.3,
  "homo_energy_ev": -8.3,
  "elements": ["C", "C", "C", "C", "C", "C", "C", "C", "S", "O", "O", "C", "C", "C", "C", "C", "C", "O", "N", "C", "C", "C", "C", "C", "O", "O", "H", "H", "H", "H", "H", "H", "H", "H", "H", "H", "H", "H", "H", "H", "H", "H", "H", "H", "H"],
  "xyz": [[1.695, -2.974, -2.262], [2.160, -2.874, -0.841], [1.933, -3.925, 0.039], [2.326, -3.857, 1.363], [2.970, -2.725, 1.831], [3.211, -1.673, 0.968], [2.816, -1.735, -0.364], [3.003, -0.525, -1.214], [1.480, 0.468, -0.946], [1.344, 0.696, 0.466], [0.389, -0.170, -1.623], [1.769, 2.119, -1.769], [0.405, 2.684, -1.813], [-0.413, 3.190, -2.785], [-1.694, 3.316, -2.199], [-1.574, 2.862, -0.911], [-2.569, 2.530, 0.132], [-3.750, 2.800, 0.042], [-2.007, 1.872, 1.174], [-2.780, 1.152, 2.155], [-2.454, -0.310, 2.118], [-1.312, -0.971, 1.772], [-1.593, -2.351, 1.935], [-2.878, -2.423, 2.371], [-3.409, -1.192, 2.484], [-0.293, 2.499, -0.680], [1.236, -3.943, -2.442], [0.959, -2.198, -2.463], [2.527, -2.854, -2.956], [1.426, -4.809, -0.321], [2.126, -4.683, 2.028], [3.277, -2.659, 2.864], [3.701, -0.782, 1.331], [3.060, -0.732, -2.277], [3.830, 0.094, -0.879], [2.447, 2.665, -1.118], [2.190, 1.967, -2.757], [-0.138, 3.441, -3.790], [-2.589, 3.673, -2.664], [-1.027, 1.632, 1.115], [-2.576, 1.559, 3.156], [-3.839, 1.308, 1.929], [-0.386, -0.552, 1.434], [-0.922, -3.164, 1.750], [-3.509, -3.251, 2.627]],
  "nbo_charge": [-0.65, 0.03, -0.22, -0.19, -0.22, -0.16, -0.08, -0.64, 2.15, -0.95, -0.95, -0.66, 0.27, -0.28, -0.24, 0.18, 0.64, -0.61, -0.60, -0.27, 0.27, -0.33, -0.30, 0.08, -0.40, -0.41, 0.22, 0.25, 0.21, 0.21, 0.22, 0.22, 0.21, 0.25, 0.24, 0.25, 0.25, 0.23, 0.25, 0.42, 0.21, 0.25, 0.25, 0.22, 0.20]
}

{
  "formula": "C19H20AuBN8OS4",
  "method": "ωB97M-V with the def2-TZVPD basis set",
  "charge": 1,
  "multiplicity": 2,
  "total_energy_ev": -81699.4050,
  "orbital_gap_ev": [4.389, 4.443],
  "e_above_lowest_kcal_mol": 57.4,
  "homo_energy_ev": [-11.3, -11.3],
  "elements": ["Au", "C", "C", "C", "C", "N", "N", "B", "N", "C", "C", "C", "C", "N", "N", "C", "C", "C", "C", "N", "N", "C", "C", "C", "C", "N", "H", "H", "H", "H", "H", "H", "H", "H", "H", "H", "H", "H", "H", "H", "H", "H", "H", "H", "H", "H", "O", "C", "S", "C", "C", "S", "S", "S"],
  "xyz": [[1.679, 0.159, 1.059], [-0.127, -2.152, 3.647], [-0.850, -1.533, 2.513], [-2.230, -1.598, 2.273], [-2.413, -1.027, 1.036], [-1.216, -0.626, 0.568], [-0.280, -0.916, 1.484], [-0.854, -0.347, -0.908], [0.264, -1.366, -1.256], [0.492, -2.124, -2.339], [1.732, -2.716, -2.208], [2.241, -2.254, -0.989], [3.522, -2.554, -0.305], [1.330, -1.452, -0.452], [-0.203, 1.017, -1.181], [-0.555, 1.926, -2.107], [0.540, 2.706, -2.395], [1.578, 2.206, -1.596], [2.998, 2.625, -1.623], [1.097, 1.201, -0.869], [-2.139, -0.498, -1.707], [-2.781, -1.621, -2.122], [-4.062, -1.279, -2.471], [-4.148, 0.118, -2.242], [-5.337, 0.982, -2.431], [-2.983, 0.539, -1.786], [-0.227, -1.551, 4.550], [0.928, -2.278, 3.425], [-0.562, -3.130, 3.845], [-2.970, -2.021, 2.920], [-3.316, -0.884, 0.479], [-0.226, -2.209, -3.130], [2.215, -3.370, -2.902], [3.994, -3.431, -0.740], [3.345, -2.735, 0.753], [4.210, -1.713, -0.387], [-1.562, 1.964, -2.470], [0.601, 3.506, -3.104], [3.141, 3.554, -1.071], [3.303, 2.800, -2.652], [3.640, 1.863, -1.191], [-2.309, -2.583, -2.116], [-4.835, -1.904, -2.863], [-5.961, 0.588, -3.232], [-5.057, 2.008, -2.658], [-5.937, 0.989, -1.517], [2.301, 4.695, 6.107], [2.421, 3.855, 5.284], [2.938, 4.183, 3.597], [2.783, 2.551, 3.025], [2.384, 1.588, 3.938], [2.219, -0.055, 3.543], [2.084, 2.115, 5.565], [3.158, 2.185, 1.411]],
  "mulliken_spin": [0.44, 0.00, 0.00, 0.00, 0.00, -0.02, 0.09, -0.02, -0.02, 0.00, 0.00, 0.00, 0.00, 0.05, -0.02, 0.00, 0.01, 0.00, 0.00, 0.18, 0.00, 0.00, 0.00, 0.00, 0.00, 0.00, 0.00, 0.00, 0.00, 0.00, 0.00, 0.00, 0.00, 0.00, 0.00, 0.00, 0.00, 0.00, 0.00, 0.00, 0.00, 0.00, 0.00, 0.00, 0.00, 0.00, 0.00, 0.00, -0.03, -0.05, 0.05, 0.05, 0.02, 0.27]
}

> What is the multiplicity in the second record?

1

> What is the formula in the first record?

C19H19N3O5S